Entry 1:
Density functional theory data (wB97M-V/def2-TZVPD) for C5H4OS2 in the gas phase at a distorted geometry.

SMILES string: S=c1ccoc(S)c1
E (Eh): -1064.49650
Frontier orbital gap (eV): 8.0
ΔE to the lowest compared entry with this formula, charge and spin (kcal per mole): 5.4
E_HOMO (eV): -8.316
E_LUMO (eV): -0.282

Each line ends with the Löwdin charge.
Geometry (Å):
1 C 0.42 0.22 -1.00  -0.613
2 C 0.42 0.62 0.31  -0.112
3 C -0.44 -0.04 1.26  -0.807
4 C -1.20 -1.14 0.70  -0.097
5 C -1.11 -1.45 -0.57  -0.118
6 H 2.21 1.59 -1.68  -0.125
7 H 1.12 1.34 0.70  0.103
8 H -1.87 -1.77 1.30  0.119
9 H -1.70 -2.23 -1.01  0.135
10 O -0.28 -0.88 -1.44  -0.035
11 S 1.42 0.76 -2.33  0.888
12 S -0.55 0.41 2.84  0.662

Entry 2:
Density functional theory data (wB97M-V/def2-TZVPD) for a molecular structure, C5H5AlCl2GaNO5 at a distorted geometry.

E (Eh): -3710.37430
Frontier orbital gap (eV): 6.6
ΔE to the lowest compared entry with this formula, charge and spin (kcal per mole): 0.0
E_HOMO (eV): -24.649
E_LUMO (eV): -18.086
Net charge: +4

Each line ends with the Löwdin charge.
Geometry (Å):
1 Ga 3.73 2.84 -0.70  0.768
2 Al 0.51 -0.99 -0.78  -0.048
3 Cl 1.73 3.01 0.04  0.512
4 Cl 2.21 -1.71 -1.73  0.517
5 C -0.21 0.45 -2.01  0.110
6 C 3.59 4.40 1.01  -0.017
7 C 4.20 2.08 -2.23  0.139
8 O -0.79 0.58 -2.98  0.322
9 O 2.97 4.80 1.89  0.226
10 O 4.13 1.35 -3.14  0.390
11 N -3.28 -1.97 0.91  0.234
12 C -1.95 -1.68 1.72  0.075
13 C -0.99 -1.23 0.74  -0.374
14 O -1.33 -1.37 -0.53  0.063
15 O 0.22 -0.79 1.00  0.123
16 H -3.75 -1.14 0.50  0.195
17 H -3.97 -2.44 1.52  0.201
18 H -3.06 -2.63 0.14  0.183
19 H -2.22 -0.93 2.49  0.189
20 H -1.74 -2.67 2.14  0.191

Entry 3:
Density functional theory data (wB97M-V/def2-TZVPD) for a molecular structure, C5H5Br2NOS at a distorted geometry.

E (Eh): -5869.59462
Frontier orbital gap (eV): 8.0
ΔE to the lowest compared entry with this formula, charge and spin (kcal per mole): 73.3
E_HOMO (eV): -8.323
E_LUMO (eV): -0.285

Each line ends with the Löwdin charge.
Geometry (Å):
1 C 0.25 0.56 0.33  -0.167
2 C -1.26 -0.51 -0.90  -0.367
3 C 1.31 -0.16 -0.01  -0.519
4 C 2.76 -0.14 0.38  -0.132
5 C -2.69 -0.25 -0.66  -1.002
6 N -0.54 -1.33 -1.45  -0.366
7 O 0.11 1.58 1.21  0.029
8 S 1.03 -1.49 -1.24  0.976
9 Br -2.91 1.68 -0.47  0.664
10 Br -3.30 -1.09 1.08  0.568
11 H 2.76 -0.28 1.46  0.085
12 H 3.55 -0.80 -0.05  0.085
13 H 3.14 0.85 0.24  0.069
14 H -3.47 -0.49 -1.40  0.038
15 H -0.73 1.85 1.48  0.038

Entry 4:
Density functional theory data (wB97M-V/def2-TZVPD) for C5H5Br2OP in the gas phase at a distorted geometry.

SMILES string: CC1=CC=C(Br)P(Br)O1
E (Eh): -5758.13596
Frontier orbital gap (eV): 8.9
ΔE to the lowest compared entry with this formula, charge and spin (kcal per mole): 6.7
E_HOMO (eV): -8.690
E_LUMO (eV): 0.197

Each line ends with the Löwdin charge.
Geometry (Å):
1 C 0.40 -0.71 -0.57  -0.062
2 C -0.92 -1.31 -0.67  -0.205
3 C 0.72 0.17 0.38  -0.456
4 C -1.98 -0.71 -0.11  -0.925
5 C 1.98 0.85 0.50  -0.034
6 O -0.18 0.73 1.23  -0.358
7 P -1.81 0.68 1.10  0.628
8 Br -3.69 -1.64 -0.23  0.609
9 Br -2.10 2.21 -0.54  0.258
10 H 1.28 -0.91 -1.20  0.121
11 H -0.95 -2.23 -1.26  0.106
12 H 2.79 0.06 -0.02  0.153
13 H 1.94 1.81 -0.01  0.092
14 H 2.51 1.00 1.42  0.072

Entry 5:
Density functional theory data (wB97M-V/def2-TZVPD) for a molecular structure, C5H5BrIN at a distorted geometry.

E (Eh): -3119.91550
Frontier orbital gap (eV): 9.6
ΔE to the lowest compared entry with this formula, charge and spin (kcal per mole): 26.9
E_HOMO (eV): -9.871
E_LUMO (eV): -0.287

Each line ends with the Löwdin charge.
Geometry (Å):
1 C -1.42 -0.02 0.92  -0.229
2 C 0.08 1.17 -0.76  -0.103
3 C -0.17 0.09 0.25  -0.574
4 C -0.15 -0.23 -1.21  -1.130
5 C 0.95 -0.33 1.15  -0.056
6 N -2.48 -0.21 1.34  0.189
7 Br -1.90 -0.58 -2.08  0.624
8 I 1.30 -1.56 -2.09  0.826
9 H -0.66 1.85 -1.04  0.096
10 H 1.10 1.43 -0.81  0.101
11 H 1.93 -0.70 0.67  0.085
12 H 0.57 -1.21 1.65  0.084
13 H 0.86 0.30 2.00  0.087

Entry 6:
Density functional theory data (wB97M-V/def2-TZVPD) for a gas-phase ion, C5H5BrN (charge +1) at a distorted geometry.

SMILES string: CC1=[N+]=C(Br)C=C1
E (Eh): -2821.85848
Frontier orbital gap (eV): 7.1
ΔE to the lowest compared entry with this formula, charge and spin (kcal per mole): 97.7
E_HOMO (eV): -14.783
E_LUMO (eV): -7.649
Net charge: +1

Each line ends with the Löwdin charge.
Geometry (Å):
1 C 0.85 -0.74 0.63  -0.018
2 C 2.05 -0.34 1.17  0.077
3 C 0.25 0.35 0.01  -0.026
4 C 2.31 1.13 0.92  -0.865
5 C -0.91 0.69 -0.66  0.011
6 N 1.58 1.60 0.04  0.151
7 Br 3.90 1.97 1.32  0.908
8 H 0.16 -1.61 0.89  0.174
9 H 2.85 -0.99 1.74  0.180
10 H -1.83 0.11 -0.24  0.177
11 H -1.07 0.45 -1.65  0.107
12 H -1.00 1.76 -0.52  0.124

Entry 7:
Density functional theory data (wB97M-V/def2-TZVPD) for C5H5BrN2O2 in the gas phase at a distorted geometry.

SMILES string: C=N/C=C\C=C(\Br)[N+](=O)[O-]
E (Eh): -3027.31094
Frontier orbital gap (alpha / beta) (eV): 7.9 / 7.9
ΔE to the lowest compared entry with this formula, charge and spin (kcal per mole): 121.5
E_HOMO (alpha / beta) (eV): -8.593 / -8.594
E_LUMO (alpha / beta) (eV): -0.734 / -0.734

Each line ends with the Löwdin charge.
Geometry (Å):
1 C -0.64 -1.38 0.78  -0.083
2 C 0.72 -1.44 0.42  -0.098
3 C -1.50 -0.37 0.50  -0.129
4 C -1.32 1.36 -1.18  0.047
5 C 1.60 -0.45 0.14  -0.665
6 N -1.19 0.81 -0.08  0.009
7 N 1.43 0.92 0.13  -0.412
8 O 2.04 1.73 -0.65  -0.036
9 O 0.64 1.38 1.01  0.036
10 Br 3.39 -0.80 -0.25  0.844
11 H -1.24 -2.16 1.35  0.132
12 H 1.32 -2.30 0.46  0.073
13 H -2.52 -0.48 0.74  0.111
14 H -1.00 2.31 -1.24  0.047
15 H -1.73 0.88 -2.13  0.122

Entry 8:
Density functional theory data (wB97M-V/def2-TZVPD) for C5H5BrN2O4S in the gas phase at a distorted geometry.

E (Eh): -3575.89389
Frontier orbital gap (eV): 9.0
ΔE to the lowest compared entry with this formula, charge and spin (kcal per mole): 189.7
E_HOMO (eV): -8.998
E_LUMO (eV): -0.011

Each line ends with the Löwdin charge.
Geometry (Å):
1 C -0.58 0.74 -0.50  -0.032
2 C -0.15 1.27 0.60  -0.225
3 C 1.35 1.38 0.96  -0.357
4 C 0.99 -1.34 1.47  -0.945
5 C -0.65 0.29 -1.71  0.093
6 N -1.12 1.88 1.54  -0.412
7 N 0.20 -2.15 0.79  -0.404
8 O -2.28 1.78 1.30  0.107
9 O -0.62 2.37 2.49  0.092
10 O -0.65 -2.94 1.51  0.041
11 O 0.23 -2.33 -0.45  -0.046
12 S 2.09 -0.25 0.61  0.912
13 Br 0.54 -1.09 3.28  0.814
14 H 1.78 1.95 0.12  0.092
15 H 1.64 1.57 1.94  0.043
16 H -1.13 -3.46 0.92  0.095
17 H -0.52 0.95 -2.52  0.069
18 H -0.95 -0.68 -1.99  0.064

Entry 9:
Density functional theory data (wB97M-V/def2-TZVPD) for a molecular structure, C5H5BrN2PS at a distorted geometry.

E (Eh): -3616.22365
Frontier orbital gap (eV): 6.8
ΔE to the lowest compared entry with this formula, charge and spin (kcal per mole): 75.1
E_HOMO (eV): -12.308
E_LUMO (eV): -5.504
Net charge: +1

Each line ends with the Löwdin charge.
Geometry (Å):
1 C -0.78 -1.79 0.23  -0.114
2 C -1.52 -2.03 1.38  -0.386
3 C -0.14 -0.51 0.27  -0.325
4 C -0.09 -0.14 1.64  -0.893
5 C 1.02 1.20 -1.46  -0.501
6 N 0.37 2.43 -1.24  -0.243
7 N 0.66 -0.07 -0.91  0.029
8 P 1.75 2.62 -0.49  1.072
9 S -1.13 -0.97 2.68  1.036
10 Br 0.97 1.47 2.01  0.733
11 H -1.18 -2.38 -0.64  0.135
12 H -1.95 -2.95 1.73  0.076
13 H 1.25 1.10 -2.57  0.147
14 H -0.58 2.68 -1.41  0.129
15 H 1.35 -0.68 -1.22  0.107

Entry 10:
Density functional theory data (wB97M-V/def2-TZVPD) for C5H5BrN4S2 in the gas phase at a distorted geometry.

E (Eh): -3782.72692
Frontier orbital gap (eV): 7.5
ΔE to the lowest compared entry with this formula, charge and spin (kcal per mole): 70.1
E_HOMO (eV): -8.359
E_LUMO (eV): -0.830

Each line ends with the Löwdin charge.
Geometry (Å):
1 C 0.83 -0.13 -1.40  -0.188
2 C 0.41 -1.40 0.42  -0.490
3 C 0.26 -2.55 1.10  0.039
4 C 1.26 1.10 -0.64  -0.747
5 C 0.07 1.48 0.24  -0.555
6 N 0.61 -1.28 -0.92  0.076
7 N -1.11 1.58 -0.58  -0.022
8 N -1.87 0.09 0.92  -0.338
9 N -2.12 0.91 -0.07  -0.845
10 S -3.66 0.96 -0.58  0.570
11 S -0.30 0.10 1.37  1.131
12 Br 2.88 0.97 0.36  0.788
13 H 0.68 -0.08 -2.52  0.147
14 H -0.06 -2.63 2.17  0.073
15 H 0.53 -3.58 0.85  0.080
16 H 1.21 1.99 -1.40  0.146
17 H 0.38 2.47 0.68  0.134

Entry 11:
Density functional theory data (wB97M-V/def2-TZVPD) for 2 unconnected molecules or ions with the total composition C5H5BrO2 at a distorted geometry.

SMILES string: O=C=CC=O.C=CBr
E (Eh): -2917.89239
Frontier orbital gap (eV): 9.8
ΔE to the lowest compared entry with this formula, charge and spin (kcal per mole): 64.2
E_HOMO (eV): -9.785
E_LUMO (eV): 0.040

Each line ends with the Löwdin charge.
Geometry (Å):
1 C -1.84 -0.76 -1.17  -0.083
2 C 2.48 -0.14 -0.12  -0.099
3 C -1.22 -0.17 -0.15  -0.146
4 C -1.62 -0.19 1.24  -0.329
5 C 1.34 0.43 -0.36  -0.603
6 O -2.36 -1.11 -2.17  0.205
7 O -2.48 -0.75 1.86  0.066
8 Br 0.95 2.26 0.31  0.666
9 H 2.73 -1.15 -0.64  0.103
10 H 3.13 0.15 0.77  0.084
11 H -0.84 0.84 -0.22  0.001
12 H -0.87 0.38 1.81  0.101
13 H 0.61 0.22 -1.15  0.033

Entry 12:
Density functional theory data (wB97M-V/def2-TZVPD) for C5H5BrO2 in the gas phase at a distorted geometry.

SMILES string: O=C1C=C[C@H](O)[C@H]1Br
E (Eh): -2917.96884
Frontier orbital gap (eV): 9.5
ΔE to the lowest compared entry with this formula, charge and spin (kcal per mole): 16.3
E_HOMO (eV): -9.808
E_LUMO (eV): -0.288

Each line ends with the Löwdin charge.
Geometry (Å):
1 C -0.83 1.54 0.33  0.010
2 C -0.11 0.56 0.90  0.025
3 C -1.37 1.22 -0.99  -0.398
4 C -0.04 -0.64 -0.02  -0.456
5 C -0.86 -0.24 -1.21  -0.554
6 O -2.03 1.84 -1.76  0.126
7 O 1.24 -1.00 -0.45  0.021
8 Br -2.00 -1.72 -1.81  0.702
9 H -1.14 2.45 0.68  0.095
10 H 0.23 0.72 1.91  0.122
11 H -0.49 -1.39 0.69  0.154
12 H -0.16 -0.21 -2.00  0.078
13 H 1.90 -0.68 0.12  0.075

Entry 13:
Density functional theory data (wB97M-V/def2-TZVPD) for C5H5BrS in the gas phase at a distorted geometry.

SMILES string: Br[C@@H]1C=CC=CS1
E (Eh): -3165.67157
Frontier orbital gap (eV): 8.4
ΔE to the lowest compared entry with this formula, charge and spin (kcal per mole): 16.5
E_HOMO (eV): -8.326
E_LUMO (eV): 0.051

Each line ends with the Löwdin charge.
Geometry (Å):
1 C -0.01 0.26 1.21  -0.130
2 C -1.30 0.16 0.60  -0.190
3 C 1.16 0.14 0.56  -0.237
4 C -1.54 0.31 -0.71  -0.499
5 C 1.28 -0.31 -0.82  -0.790
6 S -0.33 0.50 -1.94  0.819
7 Br 1.17 -2.25 -1.00  0.621
8 H 0.01 0.49 2.26  0.107
9 H -2.14 0.04 1.26  0.099
10 H 2.10 0.28 1.08  0.104
11 H -2.54 0.35 -1.11  0.058
12 H 2.14 0.03 -1.39  0.039

Entry 14:
Density functional theory data (wB97M-V/def2-TZVPD) for a molecular structure, C5H5Cl at a distorted geometry.

E (Eh): -653.53050
Frontier orbital gap (eV): 10.4
ΔE to the lowest compared entry with this formula, charge and spin (kcal per mole): 94.3
E_HOMO (eV): -9.523
E_LUMO (eV): 0.872

Each line ends with the Löwdin charge.
Geometry (Å):
1 C 1.42 -0.17 0.24  -0.001
2 C 2.52 0.22 0.03  -0.727
3 C -0.87 -1.51 -0.13  -0.002
4 C -0.48 -0.31 -0.05  -0.227
5 C -1.02 1.09 -0.01  -0.073
6 Cl 4.15 0.43 -0.05  0.660
7 H -1.96 -1.64 -0.06  0.090
8 H -0.41 -2.42 0.05  0.050
9 H -1.93 1.08 -0.56  0.069
10 H -0.24 1.70 -0.43  0.073
11 H -1.18 1.53 0.97  0.087

Entry 15:
Density functional theory data (wB97M-V/def2-TZVPD) for C5H5Cl in the gas phase at a distorted geometry.

SMILES string: C#C/C=C(/C)Cl
E (Eh): -653.49731
Frontier orbital gap (eV): 9.2
ΔE to the lowest compared entry with this formula, charge and spin (kcal per mole): 115.1
E_HOMO (eV): -8.623
E_LUMO (eV): 0.550

Each line ends with the Löwdin charge.
Geometry (Å):
1 C -1.27 -1.64 -0.20  -0.084
2 C 0.14 -0.72 0.01  -0.757
3 C 0.14 0.52 -0.50  -0.240
4 C 1.16 1.50 -0.01  -0.203
5 C 1.55 2.67 0.52  0.040
6 H -2.18 -0.97 -0.45  0.088
7 H -0.96 -2.70 -0.79  0.129
8 H -1.56 -2.02 0.76  0.017
9 H -0.59 1.05 -1.33  0.168
10 H 2.00 3.63 1.33  0.133
11 Cl 1.57 -1.33 0.66  0.708

Entry 16:
Density functional theory data (wB97M-V/def2-TZVPD) for a molecular structure, C5H5Cl at a distorted geometry.

Multiplicity: 3
E (Eh): -653.36075
Frontier orbital gap (alpha / beta) (eV): 6.4 / 8.0
ΔE to the lowest compared entry with this formula, charge and spin (kcal per mole): 89.3
E_HOMO (alpha / beta) (eV): -5.394 / -10.660
E_LUMO (alpha / beta) (eV): 0.956 / -2.656

Each line ends with the Löwdin charge.
Geometry (Å):
1 C 0.43 1.30 -0.08  -0.125
2 C -0.85 -0.56 -0.02  -0.057
3 C 1.44 -0.67 0.03  -0.616
4 C 0.29 0.01 -0.82  -0.195
5 C 0.37 0.05 0.77  -0.225
6 Cl 3.11 -0.03 0.04  0.592
7 H 1.44 1.71 0.11  0.065
8 H -0.48 2.03 0.00  0.145
9 H -1.74 0.11 0.11  0.126
10 H -0.90 -1.60 -0.13  0.072
11 H 1.36 -2.07 0.10  0.218

Entry 17:
Density functional theory data (wB97M-V/def2-TZVPD) for C5H5Cl2N in the gas phase at a distorted geometry.

SMILES string: NC1C=C(Cl)C(Cl)=C1
E (Eh): -1168.60815
Frontier orbital gap (eV): 9.0
ΔE to the lowest compared entry with this formula, charge and spin (kcal per mole): 38.0
E_HOMO (eV): -8.845
E_LUMO (eV): 0.201

Each line ends with the Löwdin charge.
Geometry (Å):
1 C -1.78 1.05 -0.11  -0.409
2 C -0.40 1.60 0.06  -0.067
3 C 0.58 0.62 -0.04  -0.715
4 C -0.19 -0.66 -0.32  -0.686
5 C -1.50 -0.44 -0.45  -0.068
6 H -3.66 1.13 0.73  0.108
7 H -2.34 0.73 1.75  0.083
8 H -2.29 1.54 -0.96  0.144
9 H -0.09 2.71 0.00  0.142
10 H -2.29 -1.21 -0.70  0.129
11 N -2.67 1.40 1.03  0.023
12 Cl 2.26 0.59 0.12  0.697
13 Cl 0.63 -2.22 -0.29  0.620

Entry 18:
Density functional theory data (wB97M-V/def2-TZVPD) for C5H5Cl3 in the gas phase at a distorted geometry.

SMILES string: C/C(Cl)=C(Cl)/C=C/Cl
E (Eh): -1574.05413
Frontier orbital gap (eV): 9.6
ΔE to the lowest compared entry with this formula, charge and spin (kcal per mole): 7.4
E_HOMO (eV): -9.120
E_LUMO (eV): 0.511

Each line ends with the Löwdin charge.
Geometry (Å):
1 C -2.24 -0.03 0.91  -0.100
2 C -0.74 0.14 0.53  -0.676
3 C -0.14 0.06 -0.64  -0.668
4 C 1.30 -0.22 -0.97  -0.236
5 C 2.39 0.16 -0.34  -0.539
6 H -2.35 -0.95 1.45  0.071
7 H -2.89 -0.09 0.03  0.058
8 H -2.43 0.77 1.60  0.061
9 H 1.50 -0.80 -1.91  0.102
10 H 2.52 0.71 0.56  0.019
11 Cl 0.26 0.53 1.94  0.685
12 Cl -1.15 -0.09 -2.08  0.665
13 Cl 3.97 -0.21 -1.09  0.558

Entry 19:
Density functional theory data (wB97M-V/def2-TZVPD) for C5H5ClFN3O in the gas phase at a distorted geometry.

E (Eh): -992.93340
Frontier orbital gap (alpha / beta) (eV): 7.4 / 5.9
ΔE to the lowest compared entry with this formula, charge and spin (kcal per mole): 20.7
E_HOMO (alpha / beta) (eV): -7.260 / -6.550
E_LUMO (alpha / beta) (eV): 0.149 / -0.648

Each line ends with the Löwdin charge.
Geometry (Å):
1 C -1.62 0.21 -0.62  -0.052
2 C -0.32 0.54 -0.30  -0.213
3 C 0.35 -0.60 0.39  -0.368
4 C -0.66 -1.55 0.44  -0.333
5 C 1.73 1.66 -0.70  -0.110
6 N -1.82 -1.04 -0.07  0.090
7 N 0.41 1.59 -0.77  0.128
8 N 1.55 -0.69 0.93  -0.379
9 O -0.79 -2.80 0.90  0.063
10 F 2.33 2.46 -1.61  0.050
11 Cl 1.97 0.52 2.11  0.532
12 H -2.29 0.75 -1.19  0.088
13 H 2.22 1.50 0.23  -0.008
14 H -2.64 -1.65 -0.02  0.176
15 H -0.06 2.08 -1.53  0.179
16 H -0.37 -2.98 1.80  0.157